(1)
Entry from the OMol25 dataset: a cluster of 2 separate species, C4H11NO in total (ωB97M-V with the def2-TZVPD basis set).

```
! RIJCOSX wB97M-V def2-TZVPD def2/J DEFGRID3
* xyz 0 1
C -0.205 -1.343 -1.414
C 0.944 -1.807 -0.569
N 0.613 -2.801 0.310
O 2.001 -1.249 -0.493
H -0.010 -0.364 -1.990
H -0.933 -1.266 -0.683
H -0.632 -1.974 -2.193
H 1.215 -2.987 1.129
H -0.100 -3.529 0.239
C -0.005 2.255 1.371
C -0.713 2.009 0.085
H 0.273 1.530 1.937
H 0.992 2.864 1.108
H -0.792 2.883 1.981
H -1.545 2.653 -0.109
H -1.036 1.028 0.032
H -0.066 2.100 -0.740
*
```

Properties
Calculated total energy, Ha: -288.95862
Molar mass, Da: 89.1
Energy relative to the best compared isomer or geometry (same formula, charge and spin), kJ/mol: 153.3
E_LUMO, eV: 0.833
SMILES string: CC(N)=O.CC
Kohn-Sham gap, eV: 10.740

***

(2)
Entry from the OMol25 dataset: a cluster of 2 separate species, C4H11NO in total (ωB97M-V with the def2-TZVPD basis set).

```
! RIJCOSX wB97M-V def2-TZVPD def2/J DEFGRID3
* xyz 0 1
C 0.114 -0.029 -3.054
N -0.059 0.450 -1.910
C 0.738 -0.267 -0.840
C 0.365 0.670 0.410
C 1.437 0.779 1.434
H 0.795 -0.833 -3.463
H -0.267 0.358 -3.950
H 0.304 -1.346 -0.904
H 1.815 -0.244 -0.782
H 0.118 1.667 -0.059
H -0.587 0.259 0.764
H 1.125 1.553 2.125
H 1.455 -0.231 1.922
H 2.482 0.887 1.024
O -3.063 -1.118 2.790
H -2.968 -1.867 2.188
H -3.802 -0.688 2.303
*
```

Properties
Calculated total energy, Ha: -288.91583
Molar mass, Da: 89.1
Energy relative to the best compared isomer or geometry (same formula, charge and spin), kJ/mol: 265.7
E_LUMO, eV: 0.829
SMILES string: C=NCCC.O
Kohn-Sham gap, eV: 10.714

***

(3)
Entry from the OMol25 dataset: an isolated molecule of C4H11NO (ωB97M-V with the def2-TZVPD basis set).

```
! RIJCOSX wB97M-V def2-TZVPD def2/J DEFGRID3
* xyz 0 1
C 1.273 -1.701 1.294
C 1.343 -0.233 1.335
O 0.804 0.239 -0.007
C -0.466 0.888 0.096
N -1.190 1.199 -1.137
C -1.706 -0.119 -1.649
H 1.955 -2.187 0.563
H 1.750 -2.152 2.172
H 0.237 -1.984 1.355
H 2.347 0.190 1.230
H 0.681 0.246 2.074
H -1.255 0.310 0.683
H -0.090 1.669 0.755
H -0.487 1.452 -1.857
H -2.225 -0.609 -0.776
H -2.570 0.060 -2.281
H -0.861 -0.757 -1.949
*
```

Properties
Calculated total energy, Ha: -288.92405
Molar mass, Da: 89.1
Energy relative to the best compared isomer or geometry (same formula, charge and spin), kJ/mol: 244.1
E_LUMO, eV: 1.107
SMILES string: CCOCNC
Kohn-Sham gap, eV: 10.376

***

(4)
Entry from the OMol25 dataset: a cluster of 2 separate species, C4H11NO in total (ωB97M-V with the def2-TZVPD basis set).

```
! RIJCOSX wB97M-V def2-TZVPD def2/J DEFGRID3
* xyz 0 1
C -2.061 -0.163 0.718
C -1.573 -0.267 -0.699
O 0.117 -0.639 -0.630
N 0.439 -1.940 -0.108
H -1.819 -1.069 1.278
H -1.587 0.677 1.235
H -3.145 0.004 0.747
H -1.958 -1.119 -1.256
H -1.702 0.656 -1.263
H 0.966 -2.391 -0.855
H 1.100 -1.758 0.648
C 1.242 1.025 0.140
C 2.526 1.381 -0.156
H 1.006 0.823 1.185
H 0.420 1.441 -0.469
H 3.250 1.582 0.624
H 2.778 1.757 -1.140
*
```

Properties
Calculated total energy, Ha: -288.82345
Molar mass, Da: 89.1
Energy relative to the best compared isomer or geometry (same formula, charge and spin), kJ/mol: 508.2
E_LUMO, eV: 1.027
SMILES string: CCON.C=C
Kohn-Sham gap, eV: 9.333

***

(5)
Entry from the OMol25 dataset: a cluster of 2 separate species, C4H11NO in total (ωB97M-V with the def2-TZVPD basis set).

```
! RIJCOSX wB97M-V def2-TZVPD def2/J DEFGRID3
* xyz 0 1
C -0.439 -1.156 -0.966
C -0.427 0.317 -1.350
C -0.933 1.068 -0.076
N -0.780 0.113 1.032
C -0.291 -1.184 0.546
H -1.362 -1.608 -1.323
H 0.405 -1.571 -1.524
H -1.107 0.560 -2.165
H 0.537 0.777 -1.552
H -1.964 1.433 -0.121
H -0.338 1.977 0.042
H -1.563 0.098 1.655
H -0.715 -2.130 0.887
H 0.757 -1.246 0.835
O 2.340 0.672 0.549
H 3.147 0.840 1.062
H 1.622 0.603 1.209
*
```

Properties
Calculated total energy, Ha: -288.97790
Molar mass, Da: 89.1
Energy relative to the best compared isomer or geometry (same formula, charge and spin), kJ/mol: 102.7
E_LUMO, eV: 0.969
SMILES string: C1CCNC1.O
Kohn-Sham gap, eV: 9.521

***

(6)
Entry from the OMol25 dataset: an isolated molecule of C4H11NO (ωB97M-V with the def2-TZVPD basis set).

```
! RIJCOSX wB97M-V def2-TZVPD def2/J DEFGRID3
* xyz 0 1
C -1.382 -1.113 -0.736
C -0.163 -0.361 -0.208
C 0.827 -0.151 -1.371
O 0.490 -1.030 0.882
C -0.492 0.953 0.343
N 0.690 1.465 1.113
H -1.221 -2.010 -1.357
H -1.895 -0.357 -1.368
H -2.079 -1.528 0.121
H 0.306 0.330 -2.292
H 1.269 -1.174 -1.665
H 1.670 0.544 -1.118
H 1.109 -0.260 1.103
H -0.908 1.680 -0.308
H -1.361 0.835 1.037
H 0.409 1.750 2.203
H 1.213 2.204 0.620
*
```

Properties
Calculated total energy, Ha: -288.95745
Molar mass, Da: 89.1
Energy relative to the best compared isomer or geometry (same formula, charge and spin), kJ/mol: 156.4
E_LUMO, eV: 0.818
SMILES string: CC(C)(O)CN
Kohn-Sham gap, eV: 10.454

***

(7)
Entry from the OMol25 dataset: a cluster of 2 separate species, C4H11NO in total (ωB97M-V with the def2-TZVPD basis set).

```
! RIJCOSX wB97M-V def2-TZVPD def2/J DEFGRID3
* xyz 0 1
C -0.082 2.284 -1.138
C 0.732 1.044 -1.284
N 0.608 0.279 -2.436
O 1.573 0.730 -0.472
H -1.101 2.065 -0.774
H -0.254 2.835 -2.069
H 0.243 3.114 -0.497
H 1.200 -0.541 -2.449
H -0.104 0.496 -3.113
C 0.147 -2.134 1.797
C -0.908 -0.987 1.757
H -0.199 -2.921 1.114
H 1.057 -1.696 1.356
H 0.381 -2.454 2.796
H -1.172 -0.601 0.786
H -1.682 -1.400 2.381
H -0.439 -0.113 2.246
*
```

Properties
Calculated total energy, Ha: -288.99642
Molar mass, Da: 89.1
Energy relative to the best compared isomer or geometry (same formula, charge and spin), kJ/mol: 54.1
E_LUMO, eV: 0.841
SMILES string: CC(N)=O.CC
Kohn-Sham gap, eV: 10.763

***

(8)
Entry from the OMol25 dataset: a cluster of 2 separate species, C4H11NO in total (ωB97M-V with the def2-TZVPD basis set).

```
! RIJCOSX wB97M-V def2-TZVPD def2/J DEFGRID3
* xyz 0 1
C 0.486 -1.027 0.700
C 0.004 -0.017 -0.074
N 0.321 0.094 -1.449
C -1.170 0.746 0.454
C -2.414 -0.050 -0.130
H 0.020 -1.157 1.622
H 0.857 -1.956 0.296
H 0.953 -0.670 -1.797
H 0.426 1.002 -1.871
H -1.182 1.786 0.138
H -0.970 0.953 1.625
H -2.094 -0.707 -0.970
H -2.744 -0.692 0.654
H -3.134 0.627 -0.552
O 3.590 0.512 0.123
H 4.137 0.674 0.979
H 2.914 -0.115 0.253
*
```

Properties
Calculated total energy, Ha: -288.94047
Molar mass, Da: 89.1
Energy relative to the best compared isomer or geometry (same formula, charge and spin), kJ/mol: 201.0
E_LUMO, eV: 0.979
SMILES string: C=C(N)CC.O
Kohn-Sham gap, eV: 9.302

***

(9)
Entry from the OMol25 dataset: a cluster of 2 separate species, C4H11NO in total (ωB97M-V with the def2-TZVPD basis set).

```
! RIJCOSX wB97M-V def2-TZVPD def2/J DEFGRID3
* xyz 0 1
C 1.114 -0.744 0.957
C 0.739 0.288 0.165
C 1.703 0.830 -0.860
O 0.074 1.538 0.847
H 0.482 -1.110 1.756
H 2.135 -1.107 0.956
H 2.326 0.049 -1.305
H 1.167 1.362 -1.649
H 2.399 1.537 -0.403
H -0.082 1.317 1.776
C -1.983 -0.966 0.065
N -1.315 0.016 -0.782
H -1.369 -1.868 0.089
H -2.109 -0.559 1.068
H -2.940 -1.260 -0.372
H -1.144 -0.332 -1.724
H -1.197 1.008 -0.584
*
```

Properties
Calculated total energy, Ha: -288.89181
Molar mass, Da: 89.1
Energy relative to the best compared isomer or geometry (same formula, charge and spin), kJ/mol: 328.7
E_LUMO, eV: 0.908
SMILES string: C=C(C)O.CN
Kohn-Sham gap, eV: 8.665

***

(10)
Entry from the OMol25 dataset: a cluster of 2 separate species, C4H11NO in total (ωB97M-V with the def2-TZVPD basis set).

```
! RIJCOSX wB97M-V def2-TZVPD def2/J DEFGRID3
* xyz 0 1
C 1.570 -0.505 3.001
C 2.030 0.097 1.908
O 2.995 1.252 1.709
H 1.148 -1.424 2.714
H 1.679 -0.235 4.081
H 1.840 -0.301 0.938
H 3.082 1.694 2.547
C -0.585 0.785 -2.040
N -1.711 0.396 -1.136
C -2.118 -0.935 -1.295
H -0.258 -0.114 -2.640
H -0.778 1.459 -2.889
H 0.264 1.032 -1.362
H -2.423 1.046 -1.109
H -2.330 -1.131 -2.354
H -3.024 -1.361 -0.918
H -1.380 -1.755 -1.153
*
```

Properties
Calculated total energy, Ha: -288.89203
Molar mass, Da: 89.1
Energy relative to the best compared isomer or geometry (same formula, charge and spin), kJ/mol: 328.1
E_LUMO, eV: 0.984
SMILES string: C=CO.CNC
Kohn-Sham gap, eV: 9.438

***

(11)
Entry from the OMol25 dataset: a cluster of 2 separate species, C4H11NO in total (ωB97M-V with the def2-TZVPD basis set).

```
! RIJCOSX wB97M-V def2-TZVPD def2/J DEFGRID3
* xyz 0 1
C 0.731 -0.692 2.392
C 1.074 -0.450 0.825
C 0.328 0.252 0.031
N 0.532 0.459 -1.307
C 1.837 0.560 -1.923
H 1.051 -1.616 2.581
H 1.430 -0.065 3.058
H -0.285 -0.622 2.723
H 1.980 -1.093 0.521
H -0.641 0.667 0.487
H -0.039 1.313 -1.613
H 2.649 0.031 -1.276
H 1.736 -0.053 -2.808
H 2.263 1.574 -1.878
O -5.162 0.136 -0.631
H -4.966 -0.529 -1.242
H -4.517 0.126 0.059
*
```

Properties
Calculated total energy, Ha: -288.91700
Molar mass, Da: 89.1
Energy relative to the best compared isomer or geometry (same formula, charge and spin), kJ/mol: 262.6
E_LUMO, eV: 0.696
SMILES string: C/C=C/NC.O
Kohn-Sham gap, eV: 8.662

***

(12)
Entry from the OMol25 dataset: a cluster of 2 separate species, C4H11NO in total (ωB97M-V with the def2-TZVPD basis set).

```
! RIJCOSX wB97M-V def2-TZVPD def2/J DEFGRID3
* xyz 0 1
C 0.247 4.002 -2.072
C -0.327 4.563 -0.817
O -0.504 3.942 0.206
H 1.051 3.287 -1.929
H 0.581 4.804 -2.729
H -0.566 3.511 -2.601
H -0.599 5.633 -0.796
C -1.213 -2.688 1.179
N 0.033 -2.786 0.379
C 1.119 -3.457 1.089
H -1.256 -3.598 1.772
H -1.180 -1.876 1.913
H -2.002 -2.550 0.448
H 0.370 -1.850 0.182
H 1.262 -3.122 2.130
H 2.026 -3.275 0.529
H 0.958 -4.538 1.116
*
```

Properties
Calculated total energy, Ha: -288.95265
Molar mass, Da: 89.1
Energy relative to the best compared isomer or geometry (same formula, charge and spin), kJ/mol: 169.0
E_LUMO, eV: 0.934
SMILES string: CC=O.CNC
Kohn-Sham gap, eV: 9.698

***

Q: Among the records above, which one has the lowest energy relative to the best compared isomer or geometry (same formula, charge and spin)?
A: number 7

***

Q: What is the calculated total energy in the fifth record?
A: -288.97790 Ha